109
Properties=species:S:1:pos:R:3:forces:R:3:lowdin_spin:R:1 method="wB97M-V/def2-TZVPD" multiplicity=11 total_charge=+2 lumo_ev="-4.7113 / -5.2549" orbital_gap_ev="8.699 / 8.157" e_tot_ha=-4907.84115 e_above_lowest_kcal_mol=0.0
Mn -1.038668 -1.243348 -2.531768 -0.519 0.395 -0.470 4.684
Mn 0.096160 0.233938 2.907614 -0.274 1.464 -0.641 4.716
S -0.683905 0.296039 -0.373243 1.171 0.274 -0.532 0.021
O -0.895383 1.730640 -0.349460 -0.461 -0.011 0.336 0.006
O 0.293256 -0.095652 -1.429446 0.723 0.489 0.049 0.066
O -0.217355 -0.184379 0.931008 -0.421 -0.461 -0.847 0.052
O -1.874249 -0.413808 -0.882437 -2.110 -0.609 0.830 0.058
C 2.018481 -2.117257 3.706632 0.736 1.002 0.446 0.008
O 0.728986 -1.660194 3.250095 0.374 -1.294 1.090 0.053
C -0.326884 -2.479256 3.818641 -0.443 -0.569 -0.539 0.006
C -1.606886 -2.148208 3.116643 -0.695 -0.519 -0.877 0.003
N -1.906650 -0.707406 3.170662 -0.450 -0.465 0.972 0.035
C -2.592888 -0.299541 4.456206 1.409 0.847 -1.479 0.008
C -4.031937 -0.720818 4.562953 0.417 -0.355 1.487 0.002
O -3.984904 -1.987060 5.216079 0.466 -0.407 -0.417 0.000
C -5.202215 -2.621227 5.454369 -2.066 -0.275 -0.191 0.000
H 2.547197 -2.700819 2.957662 -0.455 -0.462 0.025 0.001
H 1.911240 -2.589904 4.680385 0.008 -0.440 -0.215 0.001
H 2.664771 -1.255451 3.895604 -0.229 0.175 -0.179 0.001
H -0.437434 -2.359495 4.899912 0.366 0.417 0.010 0.000
H -0.120341 -3.540160 3.663795 0.288 0.073 -0.151 0.001
H -2.378659 -2.829561 3.491181 -0.194 0.514 0.446 0.001
H -1.616844 -2.404343 2.052815 0.657 -0.008 0.023 0.000
H -2.536742 -0.521193 2.389842 0.009 0.108 0.016 0.002
H -2.468913 0.786133 4.402648 -0.434 0.045 0.532 0.002
H -1.923531 -0.693406 5.219539 -0.546 0.078 0.530 0.001
H -4.452537 -0.658450 3.553332 -0.431 -0.503 0.140 0.000
H -4.573883 -0.093549 5.276121 -0.089 0.543 -0.490 0.000
H -6.049932 -1.941030 5.625016 0.339 0.433 -0.188 0.000
H -5.260324 -3.242542 6.349486 0.986 0.019 0.031 0.000
H -5.527105 -3.256808 4.621783 0.270 0.037 -0.119 0.000
C 6.641013 2.519355 -2.415997 -0.900 -0.230 -1.743 0.000
O 5.408635 1.795048 -2.319017 -0.482 -0.191 0.071 0.000
C 4.465016 2.360908 -1.439897 0.675 0.075 0.822 0.000
C 3.078948 1.747177 -1.533249 -0.097 0.840 0.947 0.000
N 2.770952 0.700074 -0.549775 0.430 -1.084 -0.229 0.002
C 3.611648 -0.488069 -0.810926 -0.342 -0.091 0.912 0.000
C 3.118423 -1.721690 -0.018171 -0.077 0.958 -0.552 0.000
O 3.610827 -2.916056 -0.580414 -0.697 -0.138 0.371 0.000
C 4.941629 -3.195329 -0.249574 1.512 -0.301 -0.311 0.000
H 6.520784 3.535078 -2.041881 0.513 -0.222 0.756 0.000
H 6.780394 2.679107 -3.492293 0.187 -0.093 0.044 0.000
H 7.456005 1.870248 -2.108903 0.155 0.514 0.704 0.000
H 4.403654 3.445118 -1.581013 -0.139 0.000 -0.351 0.000
H 4.815548 2.254851 -0.400457 -0.034 -0.075 0.084 0.000
H 2.914063 1.420547 -2.567040 -0.289 0.118 0.035 0.000
H 2.419344 2.546255 -1.178464 -0.262 0.158 -0.905 0.000
H 1.796083 0.437205 -0.725697 0.704 0.055 -0.199 0.001
H 4.621315 -0.155745 -0.578781 0.251 -0.486 -0.224 0.000
H 3.537083 -0.845072 -1.845536 0.242 0.409 -0.247 0.000
H 2.035883 -1.672288 -0.175800 -0.100 -0.556 0.126 0.000
H 3.292374 -1.682685 1.058767 0.268 0.120 0.068 0.000
H 5.654834 -2.621352 -0.855144 -0.197 0.221 0.045 0.000
H 5.179354 -4.235982 -0.474400 -0.424 -0.044 -0.034 0.000
H 5.226927 -3.043605 0.797336 -0.505 0.183 0.104 0.000
C -0.185733 -3.977409 -1.066634 0.385 -0.633 0.473 0.007
O 0.127986 -2.926274 -1.972750 -0.701 0.297 -0.643 0.051
C 1.173121 -3.165957 -2.922403 0.155 -0.834 -0.554 0.005
C 0.868693 -2.566632 -4.286159 -0.122 0.849 -0.084 0.008
N 0.291576 -1.175965 -4.149608 1.210 -2.186 -1.009 0.037
C -0.248699 -0.719768 -5.438924 -0.647 0.974 0.537 0.009
C -0.898313 0.606829 -5.096347 -0.988 0.919 -1.730 0.002
O -1.887312 0.381870 -4.072836 1.058 -0.363 -0.075 0.042
C -2.805037 1.453179 -3.937311 -1.410 0.487 0.678 0.003
H -0.602531 -4.860705 -1.555624 0.079 0.142 -0.285 0.000
H -0.922986 -3.622895 -0.348100 0.082 0.255 -0.071 0.001
H 0.728494 -4.265754 -0.543584 -0.074 0.001 0.076 0.001
H 1.245426 -4.242019 -3.099014 0.283 -0.011 0.307 0.000
H 2.117833 -2.782462 -2.538362 -0.021 -0.069 0.239 0.000
H 0.197531 -3.146918 -4.919890 -0.216 -0.162 0.385 0.001
H 1.803033 -2.489236 -4.848627 0.061 -0.193 0.065 0.001
H 1.118013 -0.630005 -3.907998 -0.378 0.543 0.033 0.003
H -1.078421 -1.318093 -5.824218 0.133 -0.580 0.614 0.001
H 0.468134 -0.734089 -6.261515 0.275 0.538 0.225 0.002
H -1.457442 0.952338 -5.974692 0.048 -0.191 -0.096 0.000
H -0.253356 1.470895 -4.908551 0.353 -0.397 0.720 0.000
H -2.649747 2.046327 -3.032989 0.502 -0.057 -0.076 0.000
H -3.812370 1.047105 -3.818734 0.126 -0.239 -0.077 0.000
H -2.861768 2.128299 -4.790900 0.445 -0.204 -0.166 0.001
C 2.850521 2.047946 2.566041 1.052 1.220 -0.570 0.006
O 1.967527 1.039573 2.091301 0.170 -0.410 0.761 0.039
H 3.915651 1.896994 2.351881 -0.182 -0.860 -0.173 0.001
H 2.664003 2.968492 2.005546 -0.401 0.180 0.447 0.000
H 2.840720 2.214405 3.640471 -0.712 -0.165 0.012 0.001
H 2.230076 0.871813 1.141453 0.151 0.057 -0.161 0.001
C -3.801245 3.554033 -0.758807 -0.037 -0.123 0.917 0.000
O -3.910955 2.148181 -0.510546 -0.065 -0.036 -0.332 0.000
H -2.756453 3.829679 -0.906182 -0.039 0.162 -0.236 0.000
H -4.438833 3.892388 -1.574934 0.133 -0.210 -0.194 0.000
H -4.148269 4.054893 0.148585 0.016 0.175 -0.113 0.000
H -3.047137 1.756224 -0.664348 -0.008 0.007 0.024 0.000
C -5.408127 -0.953217 0.778884 1.398 -0.153 -1.416 0.000
O -4.058115 -1.480474 0.923992 0.029 0.260 0.707 0.000
H -5.398272 0.136867 0.715777 -0.074 0.029 0.613 0.000
H -5.676374 -1.265009 -0.233993 -0.940 -0.227 0.360 0.000
H -6.001037 -1.379029 1.577271 -0.238 0.094 -0.129 0.000
H -3.559834 -1.242382 0.136863 0.009 0.190 -0.019 0.000
C -1.261765 3.571240 2.513231 0.192 -0.072 1.349 0.007
O -0.917733 2.153060 2.429391 -0.301 0.582 -1.116 0.037
H -0.344930 4.155567 2.564200 -0.066 0.056 0.079 0.000
H -1.861959 3.938732 1.683450 0.007 -0.480 -0.198 0.001
H -1.841600 3.648653 3.430951 0.083 0.404 -0.030 0.000
H -0.918712 2.055642 1.456798 0.156 -0.540 0.089 0.001
C -0.030644 4.508625 -2.021291 -0.089 0.092 0.528 0.000
O 0.094184 4.225857 -0.632359 -0.228 0.037 0.207 0.000
H 0.645977 5.337912 -2.221899 0.244 -0.327 -0.294 0.000
H 0.194098 3.587611 -2.568204 0.158 0.334 -0.438 0.000
H -1.024850 4.880815 -2.296260 -0.092 -0.237 0.093 0.000
H -0.324695 3.367263 -0.468835 0.249 0.395 -0.175 0.000